(1)
ORCA calculation (ωB97M-V with the def2-TZVPD basis set) on a structure of composition C2H6LuO3.

Positions of all 12 atoms, in Å:
1 Lu 0.05897 2.10255 -0.00069
2 O 0.14991 0.22255 -1.34585
3 O -1.18120 0.79519 -1.08333
4 O 0.50205 3.47708 1.45597
5 C -0.00475 -1.45429 0.44013
6 C 0.15517 -1.16252 -1.03771
7 H 0.63382 -0.79089 1.04322
8 H 0.29820 -2.48929 0.64756
9 H 1.12829 -1.51783 -1.40714
10 H -0.63641 -1.64357 -1.63202
11 H -0.05346 3.79792 2.16525
12 H -1.05057 -1.33689 0.75460

* total charge: +1
* Kohn-Sham gap: 0.310 Eh
* lowest unoccupied orbital energy: -6.231 eV

=====

(2)
ORCA calculation (ωB97M-V with the def2-TZVPD basis set) on a cluster of 6 separate species, C28H68O2 in total.

Positions of all 98 atoms, in Å:
1 O -0.61510 -2.27269 -0.23876
2 O -2.34058 -2.03936 1.88087
3 C -2.92604 0.05667 -4.65694
4 C -4.97054 2.58432 2.14270
5 C 1.98123 0.17835 3.88429
6 C 0.81789 -2.07760 -0.20388
7 C -2.03645 3.46159 4.47241
8 C 3.34101 -1.06205 -4.88152
9 C -4.14251 2.41271 3.28277
10 C 4.53370 -4.08222 4.62934
11 C 1.25473 -1.37749 -1.49095
12 C 0.92579 -0.91582 -5.78946
13 C -3.39947 -2.89221 1.32361
14 C -1.99222 1.43121 0.10244
15 C 2.49567 -1.09176 3.23861
16 C -1.32723 4.84303 4.92163
17 C -3.32627 3.74594 3.63116
18 C 3.29892 -1.92561 4.28389
19 C 2.05036 -0.20902 -5.25140
20 C -3.86947 -0.55545 -5.59344
21 C 5.96643 -1.07408 -4.78699
22 C -2.85289 0.74899 -0.92632
23 C 4.64951 -0.23822 -4.60089
24 C 0.93155 0.79675 3.00807
25 C 7.25949 -0.16855 -4.76328
26 C -3.47039 0.33135 -3.21639
27 C -4.49886 -3.07978 2.48878
28 C -0.80559 5.73088 3.84379
29 C 3.92972 -3.20432 3.60885
30 C -2.35074 0.64394 -2.23629
31 H 4.11273 -1.28776 4.81297
32 H 3.55560 -1.78148 -5.62211
33 H -1.78041 -1.95605 0.98097
34 H 0.02916 6.37974 4.23863
35 H -1.99026 1.65750 -2.60488
36 H 0.50395 1.74476 3.31987
37 H 2.34039 -1.46507 -1.53929
38 H -2.09147 -0.66550 -4.61682
39 H -3.95472 4.23160 4.31710
40 H -5.31478 -3.79774 1.98805
41 H -4.48024 2.94495 1.30136
42 H -1.40970 2.24189 -0.15315
43 H 4.27172 -4.06993 5.53179
44 H -3.93770 -1.48673 -5.21225
45 H -1.44954 0.01530 -2.19989
46 H -1.39267 2.79139 3.78000
47 H -5.74971 3.26823 2.29580
48 H -0.31762 5.15845 3.02170
49 H -2.94598 -0.25706 -0.41292
50 H 4.73555 -5.10271 4.30917
51 H -2.06463 5.27314 5.61650
52 H 0.16681 -0.12094 -6.07457
53 H 4.56152 -2.79131 2.80914
54 H -3.47812 1.56491 3.17560
55 H -5.13144 -2.26867 2.35589
56 H 4.67088 0.36493 -3.92056
57 H 3.27655 -1.64136 -3.95140
58 H 3.08436 -3.81417 3.20554
59 H -2.15516 2.80627 5.09301
60 H 0.90151 -0.45653 -1.34903
61 H 7.24248 0.41653 -5.46444
62 H 7.44413 0.51167 -3.95422
63 H -1.50796 6.53508 3.61258
64 H -5.16285 1.62268 1.76378
65 H 4.56307 0.67614 -5.49345
66 H 1.51951 0.07647 4.92851
67 H -0.59106 -3.27167 -0.63751
68 H 8.17504 -0.70410 -5.15214
69 H 1.43147 0.84224 2.06666
70 H -1.21352 0.73188 0.45959
71 H -3.92258 -2.33328 0.48121
72 H -4.03868 -3.30234 3.31151
73 H -4.89174 1.98512 3.92143
74 H -0.35240 4.30114 5.58306
75 H 1.61483 -1.60055 2.90679
76 H -4.01125 1.32897 -3.34259
77 H 6.15387 -1.78030 -4.02426
78 H 0.57669 -1.61405 -5.10904
79 H 2.63427 1.06491 3.96910
80 H 1.07281 -1.48978 0.43072
81 H 1.44698 -3.16076 -0.06690
82 H 5.80937 -1.59989 -5.77057
83 H 3.11913 -0.74973 2.47497
84 H 0.95620 -1.71260 -2.51944
85 H 0.20769 0.05741 2.70728
86 H -2.49061 1.83024 1.02560
87 H -3.81990 1.20611 -0.97611
88 H 2.54604 0.34391 -5.90181
89 H -2.47831 1.12111 -5.11764
90 H 1.24680 -1.39259 -6.77584
91 H -3.57775 -0.65822 -6.66141
92 H -3.91943 -0.54917 -2.90998
93 H 2.67046 -2.23912 5.02748
94 H -4.83403 0.09255 -5.53063
95 H -2.95189 -3.78775 0.94152
96 H 5.40907 -3.77834 4.70469
97 H -3.13837 4.38643 2.81672
98 H 1.98415 0.41411 -4.32812

* SMILES: CCCCCC.CCCCCC.CCCCCC.CCCCCC.CCO.CCO
* total charge: 0
* Kohn-Sham gap: 0.364 Eh
* lowest unoccupied orbital energy: 0.324 eV
* relative energy (zero: lowest compared OMol25 entry of this formula, charge and spin): 84.6 kJ/mol

=====

(3)
ORCA calculation (ωB97M-V with the def2-TZVPD basis set) on the molecule C4H5FO.

Positions of all 11 atoms, in Å:
1 F -0.07379 1.09985 1.93414
2 O -0.18663 -1.18257 -1.99542
3 C -0.06540 -0.44585 -1.00567
4 C -1.09626 0.05877 -0.17336
5 C 0.09941 0.09527 0.98657
6 C 1.10662 0.15410 -0.19610
7 H 0.32641 -0.97461 1.43930
8 H -1.99153 -0.43376 0.09734
9 H 1.38750 1.18852 -0.43465
10 H 1.82397 -0.69066 -0.27253
11 H -1.33031 1.13095 -0.37961

* SMILES: O=C1CC(F)C1
* total charge: 0
* Kohn-Sham gap: 0.396 Eh
* lowest unoccupied orbital energy: 0.770 eV
* relative energy (zero: lowest compared OMol25 entry of this formula, charge and spin): 105.2 kJ/mol

=====

Number 1: strongest force on any atom 2.3 eV Å⁻¹, molecular weight 253.034 g mol⁻¹, HOMO -14.68 eV. Number 2: strongest force on any atom 12.9 eV Å⁻¹, molecular weight 436.850 g mol⁻¹, HOMO -9.59 eV. Number 3: strongest force on any atom 4.8 eV Å⁻¹, molecular weight 88.081 g mol⁻¹, HOMO -9.99 eV.